{"formula": "C4H3N3O", "method": "ωB97M-V/def2-TZVPD", "max_force_ev_per_a": 8.3, "mol_weight_g_mol": 109.1, "orbital_gap_ha": 0.339, "total_energy_ha": -393.53630, "lumo_energy_ev": 0.24, "e_homo_ev": -8.999, "smiles": "C#Cc1n[nH]nc1O", "symbols": ["C", "C", "C", "N", "N", "N", "C", "O", "H", "H", "H"], "coordinates": [[3.009, -0.438, 0.104], [1.755, -0.149, -0.190], [0.310, -0.293, -0.136], [-0.467, -1.541, -0.096], [-1.682, -1.086, 0.063], [-1.793, 0.388, 0.068], [-0.473, 0.706, -0.017], [-0.070, 2.022, 0.060], [4.039, -0.355, 0.598], [-2.495, -1.681, 0.439], [-0.998, 2.568, -0.320]]}

{"formula": "CH4N2", "method": "ωB97M-V/def2-TZVPD", "max_force_ev_per_a": 4.0, "mol_weight_g_mol": 44.1, "orbital_gap_ha": 0.374, "total_energy_ha": -149.97769, "lumo_energy_ev": 0.86, "e_homo_ev": -9.316, "smiles": "[H]/N=C\\N", "symbols": ["H", "N", "C", "N", "H", "H", "H"], "coordinates": [[-1.569, -1.079, 0.181], [-1.502, -0.018, -0.088], [-0.300, 0.376, -0.048], [0.914, -0.141, -0.115], [-0.246, 1.458, -0.059], [1.753, 0.531, 0.215], [0.950, -1.126, -0.085]]}

{"formula": "C30H29FN5O3S2Tc", "method": "ωB97M-V/def2-TZVPD", "max_force_ev_per_a": 0.8, "mol_weight_g_mol": 688.7, "orbital_gap_ha": [0.267, 0.258], "total_charge": 3, "total_energy_ha": -2636.20861, "lumo_energy_ev": [-8.64, -8.91], "e_homo_ev": [-15.890, -15.918], "spin_multiplicity": 2, "symbols": ["Tc", "F", "C", "C", "C", "C", "O", "C", "C", "N", "C", "C", "C", "C", "C", "C", "N", "C", "C", "N", "C", "C", "C", "O", "O", "H", "H", "H", "H", "H", "H", "H", "H", "H", "H", "H", "H", "H", "H", "H", "H", "H", "H", "S", "C", "N", "N", "S", "C", "C", "C", "C", "C", "C", "C", "C", "C", "C", "C", "C", "H", "H", "H", "H", "H", "H", "H", "H", "H", "H", "H"], "coordinates": [[-1.005, 1.065, -3.583], [-0.207, 2.082, 3.059], [-0.661, 0.970, 2.454], [-0.675, 0.920, 1.099], [-1.222, -0.200, 0.444], [-1.266, -0.278, -0.991], [-0.699, 0.670, -1.671], [-1.879, -1.400, -1.559], [-2.346, -2.407, -0.724], [-2.303, -2.351, 0.595], [-2.789, -3.488, 1.381], [-4.030, -4.198, 0.942], [-4.057, -3.336, 2.167], [-1.748, -1.237, 1.230], [-1.690, -1.179, 2.627], [-1.149, -0.080, 3.274], [-1.096, -0.006, 4.656], [-0.059, 0.677, 5.411], [-0.635, 1.818, 6.229], [-1.711, 1.259, 7.133], [-2.768, 0.512, 6.355], [-2.114, -0.579, 5.516], [-2.062, -1.657, -3.004], [-2.507, -2.653, -3.467], [-1.691, -0.625, -3.857], [-0.299, 1.758, 0.529], [-2.775, -3.298, -1.162], [-1.977, -4.069, 1.797], [-4.041, -5.272, 1.056], [-4.563, -3.833, 0.074], [-4.105, -3.813, 3.136], [-4.583, -2.394, 2.086], [-2.036, -2.023, 3.202], [0.728, 1.052, 4.767], [0.407, -0.051, 6.088], [-1.111, 2.567, 5.598], [0.113, 2.294, 6.860], [-2.143, 2.011, 7.674], [-1.282, 0.627, 7.814], [-3.263, 1.251, 5.725], [-3.483, 0.108, 7.069], [-2.895, -1.062, 4.935], [-1.673, -1.339, 6.173], [-3.539, 4.759, -4.447], [-2.621, 3.576, -4.164], [-1.864, 2.637, -3.940], [0.845, 1.420, -3.894], [2.120, 1.014, -2.910], [3.348, 2.208, -3.291], [3.617, 3.166, -2.321], [4.542, 4.159, -2.610], [5.169, 4.181, -3.848], [4.882, 3.218, -4.813], [3.968, 2.218, -4.541], [2.767, -0.492, -3.610], [4.086, -0.822, -3.312], [4.578, -2.039, -3.753], [3.763, -2.908, -4.470], [2.450, -2.565, -4.753], [1.936, -1.352, -4.314], [1.149, 1.746, -4.811], [3.123, 3.135, -1.358], [4.775, 4.912, -1.870], [5.896, 4.951, -4.065], [5.380, 3.245, -5.773], [3.759, 1.451, -5.277], [4.725, -0.143, -2.764], [5.604, -2.307, -3.543], [4.157, -3.856, -4.811], [1.822, -3.236, -5.322], [0.914, -1.090, -4.550]]}